{"formula": "C48H44N4O4P2S2Ti", "method": "ωB97M-V with the def2-TZVPD basis set", "max_force_ha_per_bohr": 0.067, "orbital_gap_ev": 7.26, "charge": 2, "homo_energy_ev": -13.6, "relative_energy_ev": 2.189, "lumo_ev": -6.3, "symbols": ["Ti", "O", "S", "C", "C", "C", "C", "C", "C", "P", "C", "C", "C", "C", "C", "C", "C", "C", "C", "C", "C", "C", "C", "C", "C", "C", "C", "C", "P", "C", "C", "C", "C", "C", "C", "C", "C", "C", "C", "C", "C", "H", "H", "H", "H", "H", "H", "H", "H", "H", "H", "H", "H", "H", "H", "H", "H", "H", "H", "H", "H", "H", "H", "H", "H", "H", "H", "H", "H", "C", "C", "N", "N", "C", "N", "S", "C", "C", "C", "C", "C", "N", "H", "H", "H", "H", "H", "H", "H", "H", "H", "C", "C", "C", "O", "C", "O", "O", "H", "H", "H", "H", "H", "H", "H"], "coordinates": [[-15.11119, -1.37915, 13.51012], [-11.48884, -1.21713, 13.29454], [-12.52265, -0.45831, 14.05849], [-12.37327, 1.17375, 13.51321], [-11.08384, 1.61354, 13.08647], [-10.88702, 2.93548, 12.90861], [-11.99818, 3.81130, 13.06155], [-13.32362, 3.32116, 13.36556], [-13.48228, 2.00638, 13.68580], [-15.07849, 1.31648, 14.28204], [-16.18478, 2.22998, 13.18140], [-15.98868, 2.07310, 11.77867], [-16.80876, 2.67677, 10.92106], [-17.84815, 3.47234, 11.36205], [-18.02291, 3.61418, 12.72228], [-17.14617, 3.09352, 13.65245], [-15.53198, 2.02290, 15.91064], [-15.08647, 3.34296, 16.26744], [-15.48572, 3.90990, 17.42137], [-16.38363, 3.24316, 18.29812], [-16.95286, 1.98746, 17.91380], [-16.46315, 1.39288, 16.72552], [-12.00566, -0.53155, 15.79645], [-10.88856, 0.15678, 16.20870], [-10.39606, -0.09573, 17.47824], [-11.10906, -0.87325, 18.35788], [-12.26867, -1.58436, 17.91248], [-12.69125, -1.40522, 16.61467], [-14.00277, -2.41638, 15.85261], [-13.16550, -4.09164, 15.58687], [-13.89211, -4.99197, 14.83366], [-13.27975, -6.16473, 14.37276], [-11.95410, -6.38850, 14.66148], [-11.24943, -5.52689, 15.48973], [-11.84813, -4.39070, 15.98536], [-15.02920, -2.70045, 17.32426], [-15.65234, -1.63504, 17.98911], [-16.28346, -1.80446, 19.20503], [-16.43620, -3.08602, 19.73935], [-15.84399, -4.13250, 19.09638], [-15.14571, -3.98950, 17.90925], [-10.35215, 0.83816, 12.90429], [-9.88621, 3.37038, 12.66221], [-12.02693, 4.88490, 12.97518], [-14.07385, 4.10109, 13.43582], [-15.22186, 1.40524, 11.41454], [-16.59515, 2.54301, 9.84209], [-18.52727, 4.07986, 10.70969], [-18.81645, 4.25851, 13.14128], [-17.17302, 3.33723, 14.70054], [-14.40586, 3.84340, 15.60767], [-15.21140, 4.86220, 17.80462], [-16.70642, 3.79229, 19.21557], [-17.50558, 1.40340, 18.61560], [-16.88413, 0.48339, 16.41048], [-10.27321, 0.74509, 15.54538], [-9.48632, 0.35956, 17.87863], [-10.68280, -1.01977, 19.34628], [-12.85081, -2.22406, 18.49404], [-14.93491, -4.96854, 14.65123], [-13.81903, -6.88423, 13.75724], [-11.41913, -7.23990, 14.29020], [-10.27859, -5.78591, 15.81068], [-11.32281, -3.65503, 16.70079], [-15.44450, -0.66444, 17.55248], [-16.60692, -0.91961, 19.62633], [-16.84103, -3.25063, 20.75048], [-15.90346, -5.12770, 19.50170], [-14.70863, -4.89266, 17.47447], [-19.22144, 0.10800, 12.62294], [-17.95186, -0.52396, 12.14240], [-17.00749, -0.81495, 12.94906], [-17.21051, -0.77114, 14.35492], [-17.43385, -2.05346, 14.84717], [-18.33100, -2.23079, 15.89019], [-16.68718, -3.36963, 14.01491], [-17.75749, -0.82878, 10.69733], [-18.63301, -0.20947, 9.80165], [-18.50214, -0.42880, 8.45881], [-17.47706, -1.26816, 8.02632], [-16.53234, -1.77198, 8.92913], [-16.72483, -1.52033, 10.25494], [-19.34553, 0.09395, 13.66902], [-19.28855, 1.17138, 12.36947], [-20.11544, -0.31507, 12.16337], [-18.67686, -1.35403, 16.25012], [-18.30597, -3.02285, 16.50922], [-19.43156, 0.44417, 10.18564], [-18.96264, 0.03056, 7.61215], [-17.39866, -1.45461, 6.91918], [-15.65748, -2.32053, 8.60876], [-14.51544, -4.13229, 10.73496], [-13.61859, -3.12828, 11.50818], [-12.11704, -3.50075, 11.43175], [-14.02429, -2.96679, 12.87058], [-13.78338, -1.64514, 11.00501], [-13.30507, -1.27942, 9.99045], [-14.46680, -0.85791, 11.84422], [-14.13846, -5.19192, 10.75873], [-14.58060, -3.70574, 9.75223], [-15.58579, -4.18636, 11.14843], [-11.99871, -4.42048, 11.99523], [-11.38958, -2.79893, 11.77695], [-11.90356, -3.77095, 10.38547], [-13.76910, -3.74125, 13.39937]], "atomic_forces_ev_per_a": [[-0.67, 0.00, 0.56], [-0.63, 0.12, 0.55], [0.79, -1.68, -0.62], [0.72, 1.17, 0.47], [-1.71, -1.98, 0.46], [0.05, 3.13, -0.32], [-1.81, -1.33, 0.29], [2.79, 2.01, -0.35], [0.07, -1.12, 0.49], [-0.12, -0.04, -0.43], [0.78, -0.28, -0.89], [0.79, -1.37, 2.53], [-0.53, 0.78, -3.07], [-1.32, 1.08, 0.03], [-1.05, 1.70, 0.74], [0.27, -0.83, -0.26], [0.42, 1.17, 0.39], [0.34, -1.97, -1.31], [-1.77, -0.52, 2.29], [-1.01, -0.74, -0.64], [2.64, 1.56, -0.12], [-0.15, 1.26, 0.63], [-0.08, 0.95, -1.14], [0.93, -0.32, -0.07], [0.08, 0.66, 0.64], [-1.10, -1.59, -0.05], [1.78, 1.81, -0.15], [-0.27, -0.16, -0.70], [0.01, -0.80, 0.96], [-0.20, 1.44, 0.21], [0.79, -1.95, -0.16], [0.04, 0.08, -0.24], [0.47, -0.01, 0.12], [-0.80, 0.12, 0.31], [-0.09, 2.05, 0.83], [-0.65, -1.55, 0.68], [1.27, -0.38, -0.83], [0.32, -1.31, -1.27], [0.16, 1.09, 1.26], [0.13, -1.07, -0.50], [0.08, 0.75, -0.77], [0.23, 0.15, 0.10], [-1.04, -0.58, 0.16], [0.93, 0.15, -0.31], [-0.31, -0.44, -0.07], [0.17, -0.02, -0.01], [-0.36, 0.22, 0.68], [0.80, -1.00, 0.37], [0.37, -0.28, -0.61], [-0.48, -0.02, 0.12], [0.25, 0.25, -0.09], [0.68, 0.78, -0.39], [0.33, -0.83, -0.79], [-0.77, -0.07, 0.13], [-0.31, -1.12, -0.32], [-0.29, 0.25, -0.24], [-0.23, 0.01, -0.55], [-0.41, -0.08, -0.01], [-0.46, -0.93, 1.35], [-0.79, 0.70, -0.03], [-0.04, 0.21, 0.24], [-0.06, -0.43, -0.21], [1.04, -0.16, 0.13], [-0.67, -1.41, -1.40], [-0.39, 0.21, 0.38], [-0.93, 1.41, 1.39], [-0.11, 0.23, -0.72], [-0.07, -0.16, 0.25], [-0.02, 0.51, 0.01], [-0.57, 0.18, -1.04], [-0.09, 0.03, -0.30], [0.87, -0.75, 1.00], [-0.36, -1.10, 1.03], [-1.40, -0.10, -0.19], [2.05, 1.41, -1.85], [-0.13, 0.97, 0.41], [-0.30, 1.11, -1.07], [-1.37, 0.76, 0.68], [1.60, -0.85, -0.80], [0.83, -0.42, -1.14], [-1.96, 1.19, 1.24], [1.30, -1.34, -0.41], [0.14, -0.34, 1.21], [0.51, -0.04, -0.28], [0.18, -0.31, -0.03], [-0.22, -0.07, 0.26], [0.20, -0.23, -0.10], [0.50, -0.33, -0.34], [-1.21, 0.54, 0.30], [0.14, 0.11, 1.36], [-0.04, -0.01, 0.18], [-0.97, -0.34, 1.59], [0.72, 1.10, -0.85], [-1.04, -1.14, -0.93], [0.14, -0.26, 0.46], [0.01, -1.45, 0.47], [0.21, 0.51, -1.04], [-0.07, 0.10, 0.56], [-0.02, 1.19, -0.23], [0.04, -0.46, -0.72], [1.53, 0.41, -0.47], [0.10, -0.33, 0.21], [-0.07, 0.69, 0.21], [-0.05, 0.21, 0.31], [0.01, -0.17, 0.20]]}